Record 1
ORCA calculation (the ωB97M-V functional and the def2-TZVPD basis) on a cluster of 2 separate species, CHCl3FOP in total in a non-equilibrium geometry.

```
8
Properties=species:S:1:pos:R:3:forces:R:3:mulliken_charge:R:1
C 0.230 0.068 0.587 0.4 4.9 0.6 -0.185
O 2.797 1.422 1.295 -0.3 -0.2 0.5 -0.472
F -0.446 -0.125 1.689 1.0 -1.0 -1.1 -0.109
P 2.084 0.531 0.401 -0.3 -0.7 0.8 0.920
Cl -0.137 2.490 0.591 0.4 -2.2 -0.3 -0.300
Cl 2.251 1.029 -1.488 -0.5 0.2 -0.7 -0.124
Cl 2.848 -1.341 0.334 -0.1 -0.2 0.3 -0.199
H -0.249 0.079 -0.381 -0.7 -0.8 0.0 0.467
```
Forces are in eV/Å.

Computed properties:
- E_LUMO (eV) = -2.27
- HOMO level (eV) = -10.70
- Kohn-Sham gap (eV) = 8.44
- relative energy (zero: lowest compared OMol25 entry of this formula, charge and spin) (kcal/mol) = 61.79

=====

Record 2
ORCA calculation (the ωB97M-V functional and the def2-TZVPD basis) on a structure of composition CHCl3NO in a non-equilibrium geometry.

```
7
Properties=species:S:1:pos:R:3:forces:R:3:mulliken_charge:R:1
C 0.779 1.668 -0.094 -1.6 -5.9 0.9 0.250
N 0.677 0.140 -0.473 -0.3 3.5 -0.2 0.006
O 0.464 -0.240 -1.672 0.6 0.3 -0.8 -0.580
Cl 1.458 2.630 -1.206 1.1 1.3 -1.5 -0.129
Cl -1.371 2.585 0.435 -0.7 0.3 -0.2 -0.625
Cl 1.259 1.680 1.558 0.8 0.3 0.5 -0.158
H -0.016 -0.326 0.094 0.0 0.3 1.3 0.234
```
Forces are in eV/Å.

Computed properties:
- total charge = -1
- E_LUMO (alpha / beta) (eV) = 3.48 / 3.44
- HOMO level (alpha / beta) (eV) = -2.84 / -4.16
- Kohn-Sham gap (alpha / beta) (eV) = 6.32 / 7.60
- relative energy (zero: lowest compared OMol25 entry of this formula, charge and spin) (kcal/mol) = 24.35

=====

Record 3
ORCA calculation (the ωB97M-V functional and the def2-TZVPD basis) on the molecule CHCl3OS in a non-equilibrium geometry.

```
7
Properties=species:S:1:pos:R:3:forces:R:3:mulliken_charge:R:1
O -0.463 -1.959 1.699 -1.2 -1.0 -0.1 -0.391
S 0.832 -1.680 1.200 0.3 1.0 -0.3 0.720
Cl 1.657 -3.380 0.111 -0.4 0.6 0.5 -0.232
Cl 2.008 -1.718 2.830 0.6 0.0 -0.1 -0.076
C 0.544 0.400 0.659 3.6 -0.5 3.1 -0.191
Cl 1.892 0.901 -0.221 0.0 0.4 -0.5 -0.053
H -0.261 0.186 0.093 -2.8 -0.5 -2.7 0.223
```
Forces are in eV/Å.

Computed properties:
- E_LUMO (alpha / beta) (eV) = -2.13 / -2.13
- HOMO level (alpha / beta) (eV) = -9.24 / -9.25
- SMILES string = O=S(Cl)(Cl)=CCl
- Kohn-Sham gap (alpha / beta) (eV) = 7.11 / 7.12
- relative energy (zero: lowest compared OMol25 entry of this formula, charge and spin) (kcal/mol) = 77.63

=====

Record 4
ORCA calculation (the ωB97M-V functional and the def2-TZVPD basis) on a cluster of 2 separate species, CHCl3S in total in a non-equilibrium geometry.

```
6
Properties=species:S:1:pos:R:3:forces:R:3:mulliken_charge:R:1
S 3.136 -2.057 -0.979 -2.0 0.1 -1.3 -0.111
C 1.751 -1.907 -1.897 3.4 -0.1 1.2 0.234
Cl 0.533 -3.062 -1.947 -0.7 -0.4 0.0 -0.058
Cl 1.573 -0.614 -2.992 -0.4 0.2 -0.1 -0.068
Cl 0.795 -0.456 0.810 -0.8 -1.0 0.6 -0.260
H 0.215 -1.595 1.177 0.6 1.2 -0.4 0.262
```
Forces are in eV/Å.

Computed properties:
- E_LUMO (eV) = -0.99
- HOMO level (eV) = -9.40
- SMILES string = S=C(Cl)Cl.Cl
- Kohn-Sham gap (eV) = 8.41
- relative energy (zero: lowest compared OMol25 entry of this formula, charge and spin) (kcal/mol) = 4.73

=====

Record 5
ORCA calculation (the ωB97M-V functional and the def2-TZVPD basis) on the molecule CHClN2O in a non-equilibrium geometry.

```
6
Properties=species:S:1:pos:R:3:forces:R:3:mulliken_charge:R:1
H 0.386 1.459 -0.349 -0.6 1.6 2.3 0.277
N 0.401 0.954 -1.188 1.5 1.7 -2.8 -0.316
N 0.273 -0.205 -1.025 -1.7 -3.7 1.1 -0.007
C -0.215 -0.485 0.516 1.2 -0.6 -2.1 0.530
O -0.070 0.378 1.282 -0.4 0.6 1.5 -0.381
Cl -0.774 -2.101 0.764 0.0 0.4 0.0 -0.104
```
Forces are in eV/Å.

Computed properties:
- E_LUMO (eV) = -0.38
- HOMO level (eV) = -9.72
- SMILES string = [H]/N=N\C(=O)Cl
- Kohn-Sham gap (eV) = 9.33
- relative energy (zero: lowest compared OMol25 entry of this formula, charge and spin) (kcal/mol) = 18.22

=====

Record 6
ORCA calculation (the ωB97M-V functional and the def2-TZVPD basis) on a cluster of 2 separate species, CHClN2O3 in total in a non-equilibrium geometry.

```
8
Properties=species:S:1:pos:R:3:forces:R:3:mulliken_charge:R:1
O -1.321 -1.574 -0.681 -0.2 0.1 -0.2 -0.484
N -0.969 -0.433 -0.473 -0.2 -0.8 -0.1 0.945
O -1.578 0.573 -0.785 0.1 -0.2 0.2 -0.573
C 0.255 -0.332 0.236 1.2 -1.1 0.3 -0.067
N 1.176 -0.967 0.622 -2.1 1.3 -0.2 0.669
O 2.127 -1.349 1.187 0.9 -0.5 0.1 -0.574
Cl 0.754 2.221 -0.090 1.4 1.2 0.0 -0.273
H -0.445 1.862 -0.016 -1.1 0.0 -0.1 0.357
```
Forces are in eV/Å.

Computed properties:
- E_LUMO (eV) = -1.60
- HOMO level (eV) = -10.50
- SMILES string = O=[N+]([O-])C#[N+][O-].Cl
- Kohn-Sham gap (eV) = 8.91
- relative energy (zero: lowest compared OMol25 entry of this formula, charge and spin) (kcal/mol) = 30.14

=====

Record 7
ORCA calculation (the ωB97M-V functional and the def2-TZVPD basis) on the ion CHClN4OP with charge -1 in a non-equilibrium geometry.

```
9
Properties=species:S:1:pos:R:3:forces:R:3:mulliken_charge:R:1
C -0.351 -0.744 -1.157 -0.8 1.3 2.7 0.176
N 0.061 0.887 2.610 -1.7 -0.5 1.9 0.819
N 0.742 0.928 1.652 1.9 -0.4 -1.6 -0.574
N 0.450 -1.191 -1.935 2.1 -1.2 -2.7 -0.481
N -0.561 0.819 3.562 0.1 0.2 -0.2 -0.581
O 1.412 1.457 -0.795 2.5 0.3 -1.2 -0.478
P 0.196 1.134 -0.094 -3.6 0.1 0.6 0.248
Cl -2.077 -1.439 -1.188 -0.6 0.1 0.1 -0.362
H 0.128 -1.851 -2.655 0.0 0.1 0.5 0.234
```
Forces are in eV/Å.

Computed properties:
- total charge = -1
- E_LUMO (eV) = 3.63
- HOMO level (eV) = -3.77
- Kohn-Sham gap (eV) = 7.40
- relative energy (zero: lowest compared OMol25 entry of this formula, charge and spin) (kcal/mol) = 53.40

=====

Record 8
ORCA calculation (the ωB97M-V functional and the def2-TZVPD basis) on the molecule CHClOS in a non-equilibrium geometry.

```
5
Properties=species:S:1:pos:R:3:forces:R:3:mulliken_charge:R:1
C 1.589 0.797 -0.139 0.1 -1.2 0.4 -0.125
O -1.277 -1.498 -0.015 2.3 -5.2 0.1 -0.359
S -1.852 -0.221 -0.037 -3.0 4.4 0.0 0.243
Cl 0.005 1.220 0.046 0.2 1.5 -0.1 0.097
H 1.535 -0.298 0.145 0.4 0.5 -0.3 0.145
```
Forces are in eV/Å.

Computed properties:
- E_LUMO (alpha / beta) (eV) = -1.67 / -1.45
- HOMO level (alpha / beta) (eV) = -7.99 / -8.37
- Kohn-Sham gap (alpha / beta) (eV) = 6.32 / 6.93
- relative energy (zero: lowest compared OMol25 entry of this formula, charge and spin) (kcal/mol) = 115.78

=====

Record 9
ORCA calculation (the ωB97M-V functional and the def2-TZVPD basis) on a cluster of 2 separate species, CHF2IO in total in a non-equilibrium geometry.

```
6
Properties=species:S:1:pos:R:3:forces:R:3:mulliken_charge:R:1
C 0.822 -0.038 0.120 -2.8 2.6 -3.2 0.159
O 1.063 -0.796 0.998 2.1 -3.3 3.9 -0.297
F 1.162 1.295 0.357 -0.2 0.0 -0.5 -0.190
F 1.438 -0.332 -1.103 0.2 0.4 -0.5 -0.190
I 4.319 0.019 -0.045 -1.2 -0.2 0.2 0.365
H -0.383 -0.114 -0.098 1.9 0.6 0.0 0.153
```
Forces are in eV/Å.

Computed properties:
- E_LUMO (alpha / beta) (eV) = -5.16 / -5.11
- HOMO level (alpha / beta) (eV) = -9.90 / -9.99
- Kohn-Sham gap (alpha / beta) (eV) = 4.74 / 4.88
- relative energy (zero: lowest compared OMol25 entry of this formula, charge and spin) (kcal/mol) = 104.95

=====

Record 10
ORCA calculation (the ωB97M-V functional and the def2-TZVPD basis) on the molecule CHF2NO3 in a non-equilibrium geometry.

```
8
Properties=species:S:1:pos:R:3:forces:R:3:mulliken_charge:R:1
O -2.989 -1.048 -0.422 0.2 1.5 0.0 -0.506
N -2.446 0.034 -0.244 -0.6 -1.0 -0.6 0.893
O -2.799 1.124 -0.617 0.0 -0.2 0.1 -0.524
C -1.082 -0.033 0.479 -1.5 -1.3 0.9 0.722
O -0.137 0.161 -0.372 3.8 1.7 -1.0 -0.476
F -1.036 0.862 1.424 -0.5 1.2 1.5 -0.260
F -1.111 -1.245 1.041 0.7 0.0 0.2 -0.237
H 0.565 0.819 0.018 -2.0 -1.8 -1.1 0.388
```
Forces are in eV/Å.

Computed properties:
- E_LUMO (eV) = -0.22
- HOMO level (eV) = -11.75
- SMILES string = O=[N+]([O-])C(O)(F)F
- Kohn-Sham gap (eV) = 11.53
- relative energy (zero: lowest compared OMol25 entry of this formula, charge and spin) (kcal/mol) = 15.30

=====

Record 11
ORCA calculation (the ωB97M-V functional and the def2-TZVPD basis) on the molecule CHF2NO3S in a non-equilibrium geometry.

```
9
Properties=species:S:1:pos:R:3:forces:R:3:mulliken_charge:R:1
O 0.479 1.846 0.496 -0.4 -0.1 -0.6 -0.472
C 1.130 0.947 0.071 -0.1 1.4 1.2 0.680
F 2.449 1.104 -0.081 1.0 0.0 -0.2 -0.235
N 0.820 -0.304 -0.260 -6.1 0.9 -0.9 -0.391
S -1.309 -0.659 0.042 2.8 -0.6 0.0 1.101
O -1.632 -0.007 1.247 0.0 0.7 -0.6 -0.379
O -1.663 -2.013 -0.159 0.8 -0.1 -0.2 -0.433
F -1.771 0.043 -1.261 0.5 0.6 0.8 -0.130
H 1.498 -0.957 -0.094 1.6 -2.6 0.4 0.260
```
Forces are in eV/Å.

Computed properties:
- E_LUMO (eV) = -1.87
- HOMO level (eV) = -11.43
- SMILES string = O=C(F)NS(=O)(=O)F
- Kohn-Sham gap (eV) = 9.56
- relative energy (zero: lowest compared OMol25 entry of this formula, charge and spin) (kcal/mol) = 12.46

=====

Record 12
ORCA calculation (the ωB97M-V functional and the def2-TZVPD basis) on a cluster of 2 separate species, CHF2OS2 in total in a non-equilibrium geometry.

```
7
Properties=species:S:1:pos:R:3:forces:R:3:mulliken_charge:R:1
C 1.275 -0.241 0.004 -1.4 0.4 0.0 0.400
O -2.464 -0.465 -0.173 0.9 -0.6 1.8 -0.943
F 1.486 -1.443 0.586 -0.6 1.0 -0.1 -0.194
F 1.763 -0.323 -1.225 0.2 0.5 0.3 -0.170
S 0.318 2.622 -0.352 -0.1 -0.7 -0.1 -0.435
S 0.010 0.833 0.469 1.3 -1.6 -0.3 0.186
H -2.389 -0.983 0.690 -0.2 1.0 -1.6 0.157
```
Forces are in eV/Å.

Computed properties:
- total charge = -1
- E_LUMO (alpha / beta) (eV) = 2.73 / 2.74
- HOMO level (alpha / beta) (eV) = -3.30 / -3.33
- Kohn-Sham gap (alpha / beta) (eV) = 6.03 / 6.06
- relative energy (zero: lowest compared OMol25 entry of this formula, charge and spin) (kcal/mol) = 75.55